Molecular formula: C30H50BrN3NiOP2
Method: DFT, ωB97M-V/def2-TZVPD

CARTESIAN COORDINATES (ANGSTROEM)
C  -6.4900  -0.3701  -4.0303
C  -5.3655  0.4714  -4.1851
C  -5.4011  1.3833  -5.2529
C  -6.5280  1.4508  -6.0785
N  -7.5964  0.6677  -5.8889
C  -7.5797  -0.2325  -4.9065
C  -4.2112  0.4154  -3.3195
C  -3.2558  0.2297  -2.5743
C  -2.1033  -0.3727  -1.9570
C  -2.1200  -0.6264  -0.5711
C  -0.9182  -0.9667  0.0752
C  0.2956  -1.0560  -0.6629
C  0.2755  -0.8994  -2.0714
C  -0.9366  -0.6210  -2.6894
Ni  -0.1887  1.1728  -0.6533
P  0.6564  1.4485  1.6302
H  -4.5438  2.0350  -5.4209
H  -6.5108  -1.1109  -3.2345
H  -6.5418  2.1680  -6.9022
H  -8.4595  -0.8801  -4.7845
H  -1.0801  -0.5701  -3.7755
H  -3.0704  -0.6101  -0.0444
H  1.1600  -1.1368  -2.6432
H  -0.9549  -1.3261  1.1025
C  2.1619  1.5021  2.7824
C  2.4863  2.8093  3.5187
H  3.0201  1.1733  2.1703
H  2.0264  0.7064  3.5395
H  3.3221  2.6492  4.2195
H  2.8011  3.6100  2.8356
H  1.6532  3.1808  4.1334
C  0.2794  3.1011  0.8933
C  -1.1627  3.6054  1.1272
H  0.4849  2.9676  -0.2064
H  1.0165  3.8269  1.2740
H  -1.3941  4.4554  0.4603
H  -1.8786  2.7950  0.9033
H  -1.2900  3.9324  2.1726
C  -0.6428  0.9347  2.8324
C  -0.7178  1.6786  4.1845
H  -0.4550  -0.1395  3.0265
H  -1.6296  0.9887  2.3348
H  -1.6293  1.3800  4.7298
H  0.1283  1.4368  4.8450
H  -0.7679  2.7701  4.0550
Br  1.9595  -1.2986  0.4562
P  3.5464  1.8000  -2.6402
C  3.0711  2.7449  -1.1531
C  4.1060  3.8075  -0.8101
H  2.9948  2.0039  -0.3528
H  2.0999  3.1924  -1.3676
H  3.6821  4.5366  -0.1088
H  4.9832  3.3629  -0.3177
H  4.4587  4.3652  -1.6929
C  4.1001  0.1729  -2.0240
C  5.2536  -0.3028  -2.9103
H  3.2381  -0.4964  -2.0718
H  4.4180  0.2598  -0.9794
H  5.7837  -1.1416  -2.4550
H  4.8978  -0.6447  -3.8877
H  5.9820  0.4997  -3.0809
C  1.9798  1.4685  -3.5477
C  1.8381  2.4962  -4.6784
H  1.1542  1.5489  -2.8271
H  2.0105  0.4428  -3.9414
H  1.0609  2.1745  -5.3820
H  1.5402  3.4844  -4.2977
H  2.7856  2.6107  -5.2323
C  0.0767  -4.0357  0.8904
N  0.0998  -4.5134  2.2484
C  1.1438  -5.4977  2.5533
C  -0.3818  -3.6228  3.2089
O  -0.7897  -2.4949  2.8871
N  -0.4456  -3.9928  4.5501
C  -0.6552  -5.3773  4.9435
C  -1.0637  -3.0239  5.4243
H  0.3544  -4.8572  0.2203
H  0.8027  -3.2298  0.7743
H  -0.9213  -3.6529  0.6535
H  1.6471  -5.2706  3.5155
H  0.7410  -6.5331  2.5661
H  1.8909  -5.4694  1.7381
H  -0.4585  -5.4366  6.0212
H  -1.6934  -5.7163  4.7717
H  0.0293  -6.0492  4.4171
H  -0.5356  -2.0758  5.3464
H  -2.1081  -2.8547  5.1454
H  -1.0215  -3.4115  6.4340

Forces on atoms 1 to 6 (eV/Å):
0.25 0.20 0.08
-0.77 0.28 -0.52
0.13 0.04 0.06
0.28 -0.40 0.68
0.06 0.10 -0.26
0.72 0.11 0.37

Results
- Orbital gap (alpha / beta): 0.2576 / 0.1292 Ha
- Multiplicity: 3
- E_HOMO (alpha / beta): -12.81 / -12.81 eV
- Expectation value of S²: 2.009
- Total energy: -168082.7907 eV
- Net charge: +2
- E_LUMO (alpha / beta): -5.8 / -9.3 eV